# 1
Computed, not measured: 7 unconnected molecules or ions with the total composition H12NO9, with ωB97M-V/def2-TZVPD.

Output
- total charge = -1
- HOMO energy (eV) = -6.42
- relative energy (zero: lowest compared OMol25 entry of this formula, charge and spin) (kcal per mole) = 77.3
- Kohn-Sham gap (eV) = 9.63

The geometry in XYZ format:
```
22
Properties=species:S:1:pos:R:3:forces:R:3:lowdin_charge:R:1
N 30.32100 22.10400 15.45000 -5.782 -0.154 -5.338 -0.530
O 29.72500 21.10700 15.90000 1.217 -1.546 0.609 -0.059
O 30.64700 22.99100 16.15100 2.729 2.459 3.028 0.024
O 30.09700 22.36600 14.17600 1.504 -1.063 1.891 -0.068
O 29.31500 21.39800 18.75600 -1.868 -4.975 6.739 -0.060
H 29.16700 20.32700 18.73300 0.354 3.760 0.993 0.134
H 29.46600 21.38700 17.90400 1.517 1.248 -7.673 -0.143
O 33.10900 23.44800 15.03300 1.114 2.796 -0.706 -0.081
H 32.91800 24.43700 15.03600 0.595 -1.862 -0.230 0.071
H 32.37300 23.17000 15.54200 -1.251 -0.720 0.824 -0.058
O 31.99300 19.49500 16.74500 -1.430 -1.222 -1.214 -0.066
H 31.14900 19.91200 16.44900 0.755 -0.128 0.313 0.007
H 32.44500 20.12200 17.26300 0.649 1.328 0.927 -0.002
O 28.89800 23.66100 12.05100 -7.708 3.439 -4.600 -0.052
H 29.28800 23.31100 12.73000 4.425 -3.393 6.295 -0.150
H 27.91700 23.69500 12.46500 3.266 0.031 -1.791 0.120
O 26.98200 21.54000 15.31200 -0.531 0.004 -0.237 -0.064
H 26.83000 20.74900 14.78500 0.017 0.015 0.085 0.033
H 27.85900 21.81500 15.03100 0.389 -0.044 0.062 -0.008
O 30.18000 25.58400 17.31200 5.526 1.314 6.016 0.080
H 29.49600 25.99600 17.00100 -6.352 4.691 -2.160 -0.053
H 30.16300 24.91300 16.75800 0.864 -5.978 -3.831 -0.073
```
Positions in Å, forces in eV/Å.

=====

# 2
Computed, not measured: a molecular structure, C21H28AlN2OS, with ωB97M-V/def2-TZVPD.

Output
- total charge = +3
- HOMO energy (eV) = -17.19
- Kohn-Sham gap (eV) = 5.59

The geometry in XYZ format:
```
54
Properties=species:S:1:pos:R:3:forces:R:3:lowdin_charge:R:1
Al 0.49360 1.88481 1.32543 -0.075 0.063 -0.128 0.553
C 2.77638 4.89514 0.02216 -0.052 0.042 0.017 0.005
C 1.59851 3.91822 -0.10530 0.029 0.098 -0.071 -0.323
C 0.56815 4.18646 1.01260 -0.070 -0.183 0.086 -0.021
C 2.10193 2.47875 -0.06740 0.015 0.038 0.051 -0.251
C 2.25142 1.68037 -1.19693 -0.135 -0.062 0.069 0.068
C 2.83120 0.41321 -1.09653 -0.027 0.006 -0.050 0.092
C 3.25170 -0.14951 0.11888 -0.054 0.012 0.055 -0.191
C 3.91202 -1.48810 0.14803 -0.005 -0.009 0.040 0.010
C 3.05422 0.60755 1.27428 -0.039 0.006 -0.080 0.054
C 2.50292 1.90994 1.20196 0.461 0.078 0.106 -0.141
H 2.41888 5.92342 -0.01784 0.001 0.009 -0.006 0.112
H 3.47309 4.75095 -0.80188 0.015 -0.010 0.003 0.113
H 3.31474 4.75349 0.96076 0.012 0.010 0.010 0.103
H 1.10138 4.08739 -1.06198 -0.008 -0.093 -0.001 0.165
H 0.99243 4.23085 2.02719 -0.019 0.003 -0.018 0.130
H -0.36524 3.53337 0.98984 -0.071 0.104 -0.115 0.073
H 0.03523 5.13111 0.86958 0.110 0.070 0.058 0.154
H 1.94666 2.05532 -2.16705 -0.009 0.003 -0.010 0.156
H 2.96513 -0.16347 -2.00559 0.010 0.007 -0.010 0.159
H 3.30436 -2.23099 -0.37008 0.002 -0.009 -0.007 0.113
H 4.10027 -1.82762 1.16347 0.005 -0.007 -0.002 0.101
H 4.86765 -1.43194 -0.37884 0.003 -0.010 0.000 0.122
H 3.35639 0.22185 2.24125 0.053 -0.001 -0.016 0.155
H 2.71621 2.59375 2.03361 -0.086 -0.063 0.015 0.169
C -5.50817 1.67854 0.21466 -0.017 -0.019 0.016 -0.076
C -4.82229 2.96930 0.63951 0.018 0.026 0.008 -0.221
C -3.35638 2.76680 1.00666 0.001 -0.090 -0.074 -0.183
N -3.26241 2.02717 2.28106 0.115 0.048 0.102 0.087
C -2.36002 1.17374 2.69383 -0.187 -0.137 -0.066 -0.631
S -1.12580 0.49868 1.55157 -0.089 -0.171 -0.050 0.920
N -2.37612 0.62407 3.88072 0.232 0.286 0.100 0.134
C -3.43714 0.92110 4.96354 -0.151 -0.140 -0.045 -0.327
O -4.30342 0.11921 5.03501 0.032 -0.032 0.014 0.214
C -3.21762 2.13409 5.74042 -0.035 -0.028 0.005 -0.167
C -2.21229 3.06379 5.45553 0.020 0.015 0.021 -0.044
C -2.08876 4.19868 6.23257 -0.015 -0.013 -0.013 -0.052
C -2.95465 4.40027 7.30458 0.002 0.001 0.001 -0.015
C -3.94725 3.47449 7.59878 -0.008 -0.026 -0.013 -0.014
C -4.08843 2.34215 6.81694 -0.002 0.077 -0.019 0.028
H -6.54278 1.87151 -0.06001 -0.007 0.005 0.005 0.094
H -5.52343 0.93612 1.01531 0.004 -0.012 0.004 0.077
H -5.01525 1.23787 -0.65330 0.002 -0.004 -0.007 0.086
H -5.33974 3.42655 1.48892 0.004 0.041 -0.014 0.124
H -4.85780 3.71011 -0.16039 0.005 -0.032 -0.019 0.128
H -2.84645 3.72724 1.12481 -0.031 0.008 0.027 0.121
H -2.85761 2.16869 0.24091 -0.008 0.067 -0.012 0.100
H -4.03497 2.19667 2.92247 0.020 0.045 0.008 0.174
H -1.80144 -0.19037 4.06052 0.011 0.009 -0.014 0.160
H -1.52088 2.89748 4.63608 0.008 -0.018 0.019 0.090
H -1.32016 4.92904 6.02116 0.017 -0.005 0.008 0.113
H -2.84844 5.28557 7.91701 -0.002 0.005 0.005 0.129
H -4.61016 3.63495 8.43732 -0.002 0.006 0.005 0.131
H -4.85888 1.61340 7.02878 -0.002 -0.014 0.000 0.139
```
Positions in Å, forces in eV/Å.

=====

# 3
Computed, not measured: a gas-phase ion, C5H5O2S (charge -1), with ωB97M-V/def2-TZVPD.

Output
- total charge = -1
- HOMO energy (alpha / beta) (eV) = -3.18 / -3.18
- relative energy (zero: lowest compared OMol25 entry of this formula, charge and spin) (kcal per mole) = 115.8
- Kohn-Sham gap (alpha / beta) (eV) = 6.68 / 6.68

The geometry in XYZ format:
```
13
Properties=species:S:1:pos:R:3:forces:R:3:lowdin_charge:R:1
C -0.94925 1.01434 0.60725 -1.521 -1.456 1.225 -0.197
C -0.85017 1.12844 -0.77889 -1.902 2.375 1.695 -0.361
C -0.30796 -0.00660 1.41812 -0.078 -0.266 1.622 -0.237
C 0.70538 -0.83682 1.06953 0.760 -0.899 1.086 -0.277
C 0.18158 1.18863 -1.62102 2.540 -2.303 -0.428 0.026
O 2.64880 -1.11496 -0.84423 -0.364 -0.346 0.445 -0.502
O 0.50387 -2.45486 -0.78078 0.673 0.393 -0.301 -0.481
S 1.18902 -1.14079 -0.63669 -0.944 1.188 -0.533 0.650
H -1.87291 1.37564 1.12833 0.731 -0.076 -0.910 0.074
H -1.69151 1.73763 -1.20749 0.234 -0.442 0.166 0.102
H -0.71913 -0.21809 2.53013 0.833 0.898 -2.603 0.123
H 1.05270 -1.65709 1.79632 -0.634 1.117 -1.276 0.086
H 0.10957 0.98451 -2.68057 -0.326 -0.183 -0.189 -0.006
```
Positions in Å, forces in eV/Å.

=====

# 4
Computed, not measured: C6H10OS in the gas phase, with ωB97M-V/def2-TZVPD.

Output
- total charge = 0
- SMILES = C=C(C)CSC(C)=O
- HOMO energy (eV) = -9.42
- relative energy (zero: lowest compared OMol25 entry of this formula, charge and spin) (kcal per mole) = 73.1
- Kohn-Sham gap (eV) = 10.00

The geometry in XYZ format:
```
18
Properties=species:S:1:pos:R:3:forces:R:3:lowdin_charge:R:1
C 0.96861 1.56184 1.44013 -2.258 0.423 0.447 -0.088
C 0.57904 0.15911 0.95477 1.296 -0.591 0.539 -0.420
C 1.41585 -0.94141 0.92629 -5.159 1.633 -1.267 0.063
C -0.88358 0.09947 0.69591 -1.135 -2.392 -0.343 -0.567
C -1.16095 0.25273 -2.15856 2.983 1.786 -0.398 -0.569
C -0.46077 -1.12891 -1.73090 -3.253 1.632 1.117 -0.062
H 0.25788 1.66220 2.34117 1.297 0.091 -0.842 0.088
H 2.00353 1.41101 1.83424 -0.601 1.451 -0.689 0.078
H 0.49038 2.53144 0.74538 2.355 -2.982 1.656 0.142
H 2.40966 -0.89845 1.10703 2.952 0.251 0.665 0.022
H 0.98935 -1.87411 0.51413 0.401 0.411 0.708 0.073
H -1.56282 0.33452 1.48003 0.264 1.153 1.571 0.064
H -1.35749 -0.89255 0.59995 0.978 -0.129 -0.498 0.083
H -1.26685 -1.74850 -1.19607 1.467 0.786 -0.692 0.108
H -0.25419 -1.56426 -2.61337 0.937 -1.848 -3.032 0.026
H 0.44861 -0.97953 -1.13738 -0.673 0.202 -0.345 0.044
O -1.08992 0.87719 -3.24379 -0.969 -2.849 3.796 -0.022
S -1.52633 1.13821 -0.55897 -0.883 0.972 -2.394 0.939
```
Positions in Å, forces in eV/Å.

=====

# 5
Computed, not measured: 2 unconnected molecules or ions with the total composition C3H5BrClF, with ωB97M-V/def2-TZVPD.

Output
- total charge = 0
- SMILES = C=C(Br)CCl.F
- HOMO energy (eV) = -9.79
- relative energy (zero: lowest compared OMol25 entry of this formula, charge and spin) (kcal per mole) = 16.0
- Kohn-Sham gap (eV) = 10.26

The geometry in XYZ format:
```
11
Properties=species:S:1:pos:R:3:forces:R:3:lowdin_charge:R:1
C 0.26297 1.92622 -0.30730 1.604 -2.516 1.958 -0.043
C 0.60505 -0.43054 0.77600 1.737 2.237 -0.725 -0.583
C -0.13438 0.70341 0.11777 0.067 1.251 -1.287 -0.756
F -1.14269 -2.72209 -1.22722 0.537 -0.448 -0.181 -0.103
Cl 2.35519 -0.01247 0.99071 -0.279 0.115 0.346 0.556
Br -1.89405 0.17665 -0.39542 -0.379 0.126 0.236 0.759
H 1.27529 2.25968 -0.08356 -0.058 -0.352 0.117 0.046
H -1.98404 -2.46592 -0.96681 -0.380 0.246 0.143 0.011
H -0.27329 2.65246 -0.82082 -1.495 0.647 -0.809 0.035
H 0.70436 -1.31138 0.24203 -0.438 -1.401 -1.922 0.027
H 0.22559 -0.77603 1.67463 -0.915 0.095 2.124 0.052
```
Positions in Å, forces in eV/Å.

=====

> Which value of total charge does entry 2 give?

+3